Entry 1:
Here is C62H171CdN12O19 as an isolated structure in a non-equilibrium geometry from OMol25. Energies are from ωB97M-V with the def2-TZVPD basis set.

CARTESIAN COORDINATES (ANGSTROEM)
Cd (-5.21, -2.53, -5.25)
C (1.50, -2.41, -1.72)
C (0.76, -1.55, -0.66)
C (1.94, -1.07, 0.28)
C (1.56, 0.10, 1.22)
C (0.97, 1.23, 0.37)
C (-0.30, 0.79, -0.44)
N (0.00, -0.42, -1.27)
O (-1.09, -0.76, -2.18)
C (-0.62, 2.03, -1.26)
C (-1.48, 0.54, 0.60)
C (-0.17, -2.47, 0.15)
H (2.21, -1.79, -2.25)
H (0.77, -2.85, -2.41)
H (1.98, -3.27, -1.25)
H (2.88, -0.76, -0.19)
H (2.27, -1.88, 0.93)
H (2.29, 0.50, 1.93)
H (0.80, -0.32, 1.88)
H (1.72, 1.75, -0.21)
H (0.66, 1.95, 1.12)
H (-1.51, 1.87, -1.88)
H (0.18, 2.38, -1.91)
H (-0.90, 2.82, -0.57)
H (-2.00, 1.45, 0.89)
H (-1.14, 0.01, 1.49)
H (-2.29, -0.08, 0.21)
H (-0.44, -2.15, 1.16)
H (0.31, -3.43, 0.33)
H (-1.10, -2.69, -0.37)
C (-0.98, -7.11, 9.02)
C (-0.29, -5.77, 9.19)
C (-0.46, -4.97, 7.89)
O (-0.87, -4.98, 10.22)
H (-0.60, -7.66, 8.16)
H (-2.07, -7.12, 9.05)
H (-0.70, -7.82, 9.80)
H (0.79, -5.79, 9.32)
H (-0.25, -5.70, 7.12)
H (0.20, -4.10, 7.81)
H (-1.48, -4.62, 7.79)
H (-0.90, -5.45, 11.06)
C (-0.85, 3.82, 10.51)
C (-1.63, 4.39, 9.35)
C (-1.11, 3.65, 8.10)
O (-3.00, 4.15, 9.60)
H (-0.80, 2.73, 10.50)
H (-1.20, 4.22, 11.46)
H (0.21, 4.07, 10.46)
H (-1.43, 5.45, 9.25)
H (-1.26, 2.57, 8.16)
H (-0.11, 4.02, 7.89)
H (-1.81, 3.92, 7.31)
H (-3.12, 3.22, 9.82)
C (-8.70, 0.84, 4.63)
C (-10.13, 0.41, 5.02)
C (-10.61, 1.20, 6.23)
O (-11.08, 0.52, 4.00)
H (-8.83, 1.83, 4.19)
H (-8.18, 0.31, 3.84)
H (-8.07, 0.94, 5.51)
H (-10.13, -0.62, 5.38)
H (-9.86, 1.11, 7.02)
H (-11.41, 0.59, 6.65)
H (-10.87, 2.24, 6.03)
H (-11.09, 1.45, 3.77)
O (-3.67, -6.02, -5.57)
H (-3.58, -6.46, -6.41)
H (-3.19, -6.57, -4.95)
O (-7.05, -3.77, -1.98)
H (-7.92, -3.64, -1.60)
H (-6.69, -4.52, -1.50)
O (-6.49, 1.09, -5.71)
H (-7.36, 1.43, -5.54)
H (-5.97, 1.85, -5.95)
O (2.17, 1.50, -5.93)
H (1.38, 0.99, -5.73)
H (2.58, 1.65, -5.07)
C (8.03, 3.49, 8.72)
C (7.51, 4.90, 8.92)
C (6.20, 5.23, 8.13)
O (6.41, 5.06, 6.72)
C (5.67, 5.96, 5.96)
N (7.18, 5.10, 10.32)
H (7.36, 2.71, 9.06)
H (8.93, 3.37, 9.32)
H (8.31, 3.34, 7.68)
H (8.33, 5.57, 8.68)
H (5.69, 6.17, 8.35)
H (5.47, 4.54, 8.56)
H (4.60, 5.82, 6.11)
H (5.87, 5.74, 4.91)
H (5.94, 6.99, 6.19)
H (6.42, 4.44, 10.46)
H (6.76, 6.01, 10.42)
C (-1.18, -11.00, -5.10)
C (0.05, -10.14, -4.82)
C (0.79, -9.72, -6.11)
O (1.88, -8.86, -5.82)
C (2.55, -8.27, -6.98)
N (-0.27, -8.92, -3.97)
H (-1.67, -11.21, -4.15)
H (-0.88, -11.98, -5.47)
H (-1.87, -10.44, -5.74)
H (0.77, -10.68, -4.21)
H (0.16, -9.08, -6.72)
H (1.05, -10.60, -6.69)
H (3.48, -7.93, -6.53)
H (1.90, -7.55, -7.48)
H (2.75, -9.11, -7.65)
H (-0.33, -9.13, -2.99)
H (0.61, -8.41, -3.95)
C (-6.60, -8.84, 2.82)
C (-5.27, -9.03, 2.09)
C (-4.65, -10.46, 2.33)
O (-3.30, -10.57, 1.78)
C (-2.68, -11.85, 2.03)
N (-5.63, -8.91, 0.66)
H (-6.56, -8.86, 3.91)
H (-7.39, -9.52, 2.51)
H (-6.96, -7.83, 2.61)
H (-4.56, -8.24, 2.34)
H (-5.16, -11.33, 1.90)
H (-4.56, -10.67, 3.40)
H (-2.40, -11.89, 3.08)
H (-1.76, -11.96, 1.45)
H (-3.33, -12.67, 1.72)
H (-4.86, -9.28, 0.11)
H (-6.37, -9.58, 0.48)
C (-1.24, -1.60, -9.91)
C (-2.45, -0.70, -10.30)
C (-2.39, -0.17, -11.73)
O (-3.35, 0.78, -11.86)
C (-3.12, 1.61, -13.02)
N (-3.65, -1.48, -9.95)
H (-0.28, -1.10, -10.01)
H (-1.18, -2.45, -10.58)
H (-1.38, -2.02, -8.91)
H (-2.36, 0.17, -9.65)
H (-2.73, -0.89, -12.48)
H (-1.41, 0.25, -11.95)
H (-2.08, 1.90, -13.18)
H (-3.67, 2.54, -12.83)
H (-3.47, 1.04, -13.89)
H (-3.70, -2.25, -10.61)
H (-4.29, -0.90, -10.47)
C (-0.16, 12.35, 4.68)
C (0.84, 13.06, 3.80)
C (0.85, 12.48, 2.34)
O (1.30, 11.16, 2.37)
C (1.00, 10.56, 1.16)
N (0.60, 14.43, 3.80)
H (0.01, 12.69, 5.70)
H (-0.12, 11.26, 4.69)
H (-1.20, 12.53, 4.41)
H (1.80, 12.89, 4.29)
H (1.52, 13.06, 1.71)
H (-0.15, 12.62, 1.93)
H (1.40, 10.98, 0.24)
H (-0.06, 10.50, 0.96)
H (1.35, 9.53, 1.20)
H (-0.38, 14.52, 3.57)
H (1.15, 14.91, 3.11)
C (7.56, -9.89, 0.83)
C (7.17, -9.67, 2.30)
C (6.66, -8.26, 2.55)
O (6.41, -8.28, 3.95)
C (6.33, -6.96, 4.53)
N (6.25, -10.67, 2.70)
H (8.35, -10.63, 0.69)
H (8.12, -9.03, 0.47)
H (6.73, -10.15, 0.16)
H (8.09, -9.76, 2.87)
H (5.71, -8.28, 2.02)
H (7.42, -7.54, 2.28)
H (7.28, -6.43, 4.51)
H (5.95, -6.99, 5.55)
H (5.58, -6.35, 4.03)
H (5.44, -10.62, 2.09)
H (5.87, -10.35, 3.58)
C (14.97, -2.36, 1.63)
C (13.49, -2.15, 2.07)
C (12.89, -0.89, 1.32)
O (11.56, -0.73, 1.85)
C (10.72, 0.24, 1.21)
N (12.77, -3.40, 1.94)
H (15.55, -1.46, 1.81)
H (15.13, -2.52, 0.56)
H (15.43, -3.11, 2.26)
H (13.52, -1.88, 3.12)
H (12.86, -1.02, 0.24)
H (13.46, -0.01, 1.63)
H (9.84, 0.46, 1.82)
H (10.39, -0.24, 0.29)
H (11.27, 1.14, 0.96)
H (11.87, -3.13, 2.33)
H (12.55, -3.51, 0.96)
C (-3.09, 7.43, -8.64)
C (-4.61, 7.52, -8.59)
C (-5.30, 8.58, -9.47)
O (-4.94, 8.35, -10.84)
C (-5.74, 9.11, -11.71)
N (-5.20, 6.20, -8.84)
H (-2.65, 7.13, -9.59)
H (-2.70, 6.68, -7.95)
H (-2.59, 8.38, -8.44)
H (-4.74, 7.71, -7.53)
H (-5.01, 9.59, -9.19)
H (-6.38, 8.50, -9.36)
H (-5.24, 10.08, -11.81)
H (-6.78, 9.27, -11.43)
H (-5.71, 8.69, -12.71)
H (-6.11, 6.41, -9.22)
H (-4.83, 5.71, -9.64)
C (-5.20, 11.48, -0.80)
C (-6.08, 10.90, 0.29)
C (-5.39, 9.86, 1.21)
O (-6.34, 9.48, 2.17)
C (-5.79, 8.65, 3.24)
N (-6.63, 11.98, 1.03)
H (-4.33, 12.04, -0.44)
H (-5.81, 12.08, -1.48)
H (-4.83, 10.64, -1.39)
H (-6.93, 10.42, -0.19)
H (-4.56, 10.35, 1.72)
H (-5.04, 8.94, 0.74)
H (-4.91, 9.11, 3.68)
H (-5.56, 7.66, 2.84)
H (-6.56, 8.41, 3.98)
H (-5.86, 12.60, 1.21)
H (-6.95, 11.55, 1.88)
C (14.32, -6.91, -3.53)
C (13.04, -7.66, -3.95)
C (11.98, -6.66, -4.48)
O (11.51, -5.83, -3.42)
C (10.51, -4.98, -3.95)
N (13.34, -8.72, -4.89)
H (13.99, -6.39, -2.63)
H (14.68, -6.20, -4.27)
H (15.12, -7.54, -3.13)
H (12.71, -8.20, -3.07)
H (11.13, -7.11, -5.01)
H (12.49, -5.98, -5.15)
H (10.20, -4.24, -3.21)
H (9.53, -5.45, -4.05)
H (10.64, -4.52, -4.92)
H (14.22, -9.00, -4.49)
H (13.77, -8.23, -5.67)
C (-9.54, 4.33, -0.90)
C (-10.77, 3.48, -1.07)
C (-12.05, 4.08, -0.47)
O (-11.75, 4.44, 0.91)
C (-12.82, 5.22, 1.43)
N (-10.94, 3.15, -2.51)
H (-9.30, 4.44, 0.16)
H (-9.57, 5.33, -1.33)
H (-8.65, 3.88, -1.32)
H (-10.63, 2.56, -0.49)
H (-12.82, 3.31, -0.57)
H (-12.35, 4.86, -1.17)
H (-12.61, 5.49, 2.46)
H (-13.79, 4.74, 1.53)
H (-12.91, 6.19, 0.94)
H (-11.24, 3.93, -3.07)
H (-11.74, 2.54, -2.42)

* gap between HOMO and LUMO: 2.330 eV
* charge: +1

Entry 2:
Here is C62H46ClNO2P3SSiY as an isolated structure in a non-equilibrium geometry from OMol25. Energies are from ωB97M-V with the def2-TZVPD basis set.

CARTESIAN COORDINATES (ANGSTROEM)
Y (0.02, -1.28, 0.78)
C (-3.86, 5.80, 1.19)
C (-3.95, 5.03, 2.34)
C (-3.06, 3.99, 2.56)
C (-2.07, 3.70, 1.62)
C (-2.00, 4.47, 0.46)
C (-2.88, 5.51, 0.25)
P (-0.98, 2.25, 1.74)
C (-1.20, 1.71, 3.46)
C (-2.24, 0.82, 3.66)
C (-2.59, 0.38, 4.93)
C (-1.87, 0.82, 6.02)
C (-0.81, 1.71, 5.84)
C (-0.48, 2.15, 4.58)
C (0.67, 3.00, 1.50)
C (1.09, 4.10, 2.25)
C (2.32, 4.69, 2.01)
C (3.12, 4.19, 0.98)
C (2.68, 3.13, 0.21)
C (1.45, 2.50, 0.44)
Si (0.84, 1.00, -0.54)
C (2.21, 0.50, -1.80)
C (2.09, 0.72, -3.17)
C (2.94, 0.11, -4.09)
C (3.94, -0.75, -3.65)
C (4.08, -0.98, -2.29)
C (3.23, -0.37, -1.38)
P (3.42, -0.56, 0.43)
C (5.22, -0.36, 0.68)
C (6.13, -1.41, 0.66)
C (7.48, -1.17, 0.83)
C (7.94, 0.12, 1.02)
C (7.04, 1.18, 1.06)
C (5.68, 0.94, 0.90)
C (3.19, -2.34, 0.80)
C (2.78, -3.30, -0.11)
C (2.64, -4.63, 0.26)
C (2.94, -5.02, 1.55)
C (3.35, -4.06, 2.48)
C (3.47, -2.74, 2.12)
C (-0.57, 1.77, -1.61)
C (-0.28, 2.96, -2.28)
C (-1.23, 3.64, -3.04)
C (-2.52, 3.13, -3.14)
C (-2.84, 1.96, -2.47)
C (-1.88, 1.28, -1.72)
P (-2.42, -0.24, -0.83)
C (-4.11, 0.22, -0.26)
C (-5.26, -0.50, -0.58)
C (-6.50, -0.11, -0.09)
C (-6.61, 1.01, 0.72)
C (-5.47, 1.75, 1.03)
C (-4.24, 1.35, 0.54)
C (-2.77, -1.48, -2.12)
C (-3.03, -2.78, -1.70)
C (-3.27, -3.80, -2.62)
C (-3.22, -3.52, -3.98)
C (-2.94, -2.23, -4.41)
C (-2.72, -1.22, -3.49)
H (-4.56, 6.61, 1.02)
H (-4.71, 5.25, 3.08)
H (-3.14, 3.40, 3.46)
H (-1.24, 4.25, -0.28)
H (-2.81, 6.10, -0.66)
H (-2.81, 0.46, 2.80)
H (-3.41, -0.32, 5.06)
H (-2.12, 0.48, 7.02)
H (-0.23, 2.04, 6.69)
H (0.36, 2.82, 4.45)
H (0.44, 4.51, 3.01)
H (2.65, 5.53, 2.60)
H (4.08, 4.66, 0.78)
H (3.30, 2.78, -0.61)
H (1.32, 1.38, -3.55)
H (2.83, 0.31, -5.15)
H (4.60, -1.22, -4.36)
H (4.88, -1.63, -1.94)
H (5.78, -2.43, 0.51)
H (8.18, -2.00, 0.81)
H (9.00, 0.31, 1.16)
H (7.39, 2.19, 1.22)
H (4.98, 1.75, 0.96)
H (2.58, -3.01, -1.14)
H (2.31, -5.36, -0.47)
H (2.84, -6.05, 1.85)
H (3.57, -4.36, 3.50)
H (3.76, -2.00, 2.86)
H (0.71, 3.39, -2.20)
H (-0.96, 4.56, -3.54)
H (-3.27, 3.65, -3.71)
H (-3.86, 1.59, -2.53)
H (-5.20, -1.37, -1.22)
H (-7.38, -0.68, -0.36)
H (-7.58, 1.32, 1.09)
H (-5.54, 2.64, 1.64)
H (-3.37, 1.95, 0.78)
H (-3.03, -3.02, -0.64)
H (-3.47, -4.80, -2.27)
H (-3.39, -4.31, -4.69)
H (-2.89, -2.02, -5.47)
H (-2.49, -0.22, -3.84)
Cl (-0.12, -7.20, -4.24)
C (-0.22, -6.02, -2.95)
C (-0.73, -6.42, -1.70)
C (-0.83, -5.53, -0.66)
C (-0.43, -4.18, -0.83)
O (-0.51, -3.35, 0.17)
C (0.06, -3.80, -2.10)
C (0.34, -2.42, -2.40)
O (0.11, -1.48, -1.63)
C (0.17, -4.73, -3.15)
H (-1.04, -7.44, -1.56)
H (-1.21, -5.83, 0.30)
H (0.71, -2.18, -3.41)
H (0.54, -4.40, -4.11)
S (0.11, -2.19, 3.39)
C (1.08, -0.82, 3.40)
N (1.72, 0.14, 3.22)

* gap between HOMO and LUMO: 6.280 eV
* energy above the lowest of the compared OMol25 structures with the same formula, charge and spin: 107.03 kJ/mol

| no. | electronic energy (eV) |
| --- | --- |
| 1 | -128391.7679 |
| 2 | -130774.9859 |